1.
Entry from OMol25: C50H38N6O5PSTi as an isolated structure (ωB97M-V/def2-TZVPD).

Geometry as XYZ:
```
102
C50H38N6O5PSTi (ωB97M-V/def2-TZVPD)
Ti -0.174 -0.148 0.226
C -2.809 -1.430 5.219
C -3.571 -1.030 4.134
C -2.973 -0.437 3.030
C -1.601 -0.246 3.008
C -0.834 -0.635 4.108
C -1.435 -1.230 5.202
N -0.907 0.411 1.936
C -0.539 1.698 2.257
C -1.171 2.480 3.245
C -0.742 3.760 3.494
C 0.337 4.320 2.795
C 1.004 3.570 1.868
C 0.581 2.254 1.600
N 1.247 1.385 0.762
N 2.298 1.835 0.253
C 2.999 1.084 -0.673
C 4.280 1.527 -0.999
C 5.021 0.788 -1.903
C 4.452 -0.348 -2.456
C 3.151 -0.679 -2.099
N 2.435 0.015 -1.227
H -3.285 -1.883 6.079
H -4.645 -1.165 4.148
H -3.588 -0.101 2.209
H 0.239 -0.482 4.076
H -0.828 -1.530 6.047
H -2.001 2.065 3.797
H -1.245 4.348 4.251
H 0.639 5.336 3.005
H 1.864 3.951 1.339
H 4.663 2.423 -0.531
H 6.020 1.096 -2.180
H 4.996 -0.965 -3.156
H 2.663 -1.538 -2.546
O -2.862 1.070 -0.006
S -2.003 1.214 -1.469
O -2.118 -0.096 -2.083
O -0.604 1.295 -0.823
C -4.026 0.337 -0.141
C -5.239 0.997 -0.261
C -6.396 0.265 -0.462
C -6.333 -1.114 -0.591
C -5.117 -1.767 -0.471
C -3.950 -1.059 -0.206
P -2.298 -1.860 -0.065
C -2.359 -3.022 -1.497
C -2.985 -2.716 -2.704
C -3.022 -3.646 -3.732
C -2.428 -4.890 -3.579
C -1.788 -5.198 -2.388
C -1.758 -4.272 -1.358
C -2.536 -3.133 1.271
C -1.619 -3.188 2.315
C -1.734 -4.116 3.338
C -2.760 -5.044 3.309
C -3.648 -5.047 2.243
C -3.541 -4.102 1.236
H -5.269 2.078 -0.216
H -7.347 0.774 -0.543
H -7.231 -1.679 -0.807
H -5.074 -2.836 -0.617
H -3.441 -1.750 -2.848
H -3.525 -3.394 -4.657
H -2.469 -5.614 -4.382
H -1.325 -6.169 -2.255
H -1.294 -4.527 -0.417
H -0.804 -2.488 2.344
H -1.013 -4.116 4.143
H -2.855 -5.773 4.103
H -4.427 -5.798 2.191
H -4.243 -4.144 0.416
O 0.240 -1.595 -1.168
C 0.860 -2.222 -0.268
N 1.391 -3.444 -0.311
C 2.116 -3.726 0.936
C 1.795 -2.433 1.738
O 2.161 -2.170 2.850
N 1.021 -1.617 0.934
C 1.581 -4.954 1.675
C 0.794 -5.899 1.029
C 0.361 -7.032 1.701
C 0.727 -7.238 3.021
C 1.536 -6.311 3.662
C 1.962 -5.173 2.995
C 3.597 -3.922 0.625
C 4.563 -2.995 0.993
C 5.893 -3.213 0.656
C 6.260 -4.343 -0.054
C 5.295 -5.268 -0.431
C 3.969 -5.059 -0.091
H 1.497 -3.977 -1.159
H 0.526 -5.769 -0.011
H -0.258 -7.755 1.184
H 0.387 -8.122 3.545
H 1.843 -6.476 4.686
H 2.590 -4.450 3.497
H 4.283 -2.113 1.555
H 6.645 -2.494 0.957
H 7.298 -4.509 -0.313
H 5.573 -6.157 -0.981
H 3.220 -5.792 -0.366
```

## Properties
Total charge = +1
HOMO-LUMO gap = 6.369 eV
Relative energy (zero: lowest compared OMol25 entry of this formula, charge and spin) = 15.5 kcal per mole
Spin multiplicity = 1

Löwdin atomic charge list, values in e, 99 entries:
1. Ti 1.091
2. C -0.073
3. C -0.052
4. C -0.028
5. C -0.310
6. C -0.029
7. C -0.065
8. N -0.045
9. C -0.212
10. C 0.016
11. C -0.042
12. C -0.062
13. C 0.004
14. C -0.201
15. N -0.011
16. N 0.144
17. C -0.303
18. C 0.021
19. C -0.037
20. C -0.028
21. C -0.101
22. N 0.131
23. H 0.110
24. H 0.114
25. H 0.101
26. H 0.124
27. H 0.113
28. H 0.122
29. H 0.116
30. H 0.111
31. H 0.113
32. H 0.120
33. H 0.118
34. H 0.114
35. H 0.118
36. O -0.298
37. S 0.942
38. O -0.430
39. O -0.495
40. C -0.374
41. C 0.005
42. C -0.052
43. C -0.052
44. C -0.065
45. C -0.270
46. P 1.169
47. C -0.321
48. C -0.079
49. C -0.059
50. C -0.072
51. C -0.072
52. C -0.107
53. C -0.320
54. C -0.110
55. C -0.065
56. C -0.063
57. C -0.059
58. C -0.081
59. H 0.128
60. H 0.114
61. H 0.113
62. H 0.095
63. H 0.098
64. H 0.110
65. H 0.108
66. H 0.105
67. H 0.080
68. H 0.067
69. H 0.113
70. H 0.110
71. H 0.109
72. H 0.092
73. O -0.102
74. C -0.597
75. N 0.224
76. C -0.228
77. C -0.389
78. O 0.126
79. N 0.077
80. C -0.154
81. C -0.046
82. C -0.066
83. C -0.076
84. C -0.060
85. C -0.015
86. C -0.141
87. C -0.014
88. C -0.065
89. C -0.076
90. C -0.062
91. C -0.024
92. H 0.170
93. H 0.094
94. H 0.109
95. H 0.108
96. H 0.110
97. H 0.120
98. H 0.113
99. H 0.109

2.
Entry from OMol25: C50H40N7O7P2RuTe as an isolated structure (ωB97M-V/def2-TZVPD).

Geometry as XYZ:
```
108
C50H40N7O7P2RuTe (ωB97M-V/def2-TZVPD)
Ru -0.059 0.184 0.037
Te 4.279 -0.330 0.575
C 5.508 -1.377 1.967
C 5.172 -2.650 2.410
C 6.010 -3.289 3.310
N 7.125 -2.744 3.787
C 7.446 -1.531 3.352
C 6.684 -0.814 2.442
C 2.403 -1.255 1.187
P 1.645 -1.704 -0.406
C 0.520 -3.163 -0.448
C 0.670 -4.346 0.261
C -0.194 -5.406 0.023
C -1.227 -5.285 -0.891
C -1.394 -4.096 -1.586
C -0.513 -3.049 -1.380
C 2.977 -2.586 -1.329
C 3.660 -3.663 -0.771
C 4.599 -4.357 -1.513
C 4.853 -4.000 -2.830
C 4.160 -2.946 -3.402
C 3.231 -2.240 -2.652
P 1.505 0.111 2.037
C 0.248 -0.408 3.279
C 0.439 -1.472 4.154
C -0.489 -1.731 5.151
C -1.640 -0.967 5.256
C -1.859 0.064 4.355
C -0.914 0.354 3.385
C 2.735 0.688 3.278
C 3.400 -0.290 4.017
C 4.314 0.062 4.994
C 4.568 1.401 5.253
C 3.905 2.379 4.530
C 2.993 2.028 3.543
H 4.257 -3.123 2.079
H 5.777 -4.284 3.673
H 8.354 -1.108 3.766
H 6.990 0.176 2.130
H 1.436 -4.436 1.021
H -0.069 -6.330 0.573
H -1.903 -6.112 -1.061
H -2.223 -3.984 -2.274
H -0.638 -2.110 -1.911
H 3.449 -3.968 0.244
H 5.132 -5.185 -1.063
H 5.589 -4.542 -3.408
H 4.341 -2.672 -4.434
H 2.690 -1.414 -3.095
H 1.302 -2.117 4.056
H -0.315 -2.547 5.841
H -2.360 -1.177 6.036
H -2.776 0.639 4.408
H -1.074 1.176 2.701
H 3.210 -1.333 3.819
H 4.832 -0.710 5.551
H 5.286 1.677 6.014
H 4.096 3.424 4.737
H 2.475 2.792 2.987
O -0.676 -1.659 1.197
C -1.743 -2.269 1.587
C -1.621 -3.427 2.398
C -2.711 -4.149 2.811
C -3.996 -3.760 2.427
C -4.155 -2.626 1.666
C -3.063 -1.853 1.249
C -3.272 -0.608 0.545
N -2.359 0.294 0.205
C -3.024 1.362 -0.350
C -4.356 1.104 -0.373
N -4.500 -0.138 0.196
H -0.622 -3.723 2.685
H -2.575 -5.023 3.436
H -4.856 -4.337 2.738
H -5.163 -2.328 1.401
H -2.499 2.239 -0.690
H -5.191 1.676 -0.733
H -5.374 -0.608 0.342
C 1.223 0.925 -5.548
N 0.357 0.887 -4.389
C -1.008 0.997 -4.405
C -1.426 0.796 -3.124
N -0.337 0.559 -2.329
C 0.714 0.630 -3.114
H 0.699 1.395 -6.376
H 1.502 -0.086 -5.848
H 2.125 1.493 -5.329
H -1.552 1.208 -5.308
H -2.425 0.819 -2.726
H 1.733 0.533 -2.778
O 0.613 2.818 1.863
C 0.443 3.116 0.671
O 0.585 2.380 -0.360
C -0.032 4.524 0.377
C -0.034 5.501 1.360
C -0.538 6.762 1.063
C -1.053 7.059 -0.186
C -1.059 6.065 -1.149
C -0.538 4.805 -0.883
N -1.645 6.332 -2.451
O -1.950 7.476 -2.719
O -1.801 5.384 -3.199
N -0.564 7.785 2.100
O -0.959 8.892 1.791
O -0.194 7.468 3.212
H 0.338 5.289 2.351
H -1.459 8.036 -0.400
H -0.535 4.044 -1.649
```

## Properties
HOMO-LUMO gap (alpha / beta) = 6.484 / 5.729 eV
Relative energy (zero: lowest compared OMol25 entry of this formula, charge and spin) = 8.2 kcal per mole
Spin multiplicity = 6

Löwdin atomic charge list, values in e, 99 entries:
1. Ru 1.118
2. Te 1.318
3. C -0.525
4. C -0.136
5. C -0.146
6. N 0.057
7. C -0.153
8. C -0.128
9. C -0.767
10. P 0.861
11. C -0.373
12. C -0.100
13. C -0.081
14. C -0.084
15. C -0.074
16. C -0.113
17. C -0.437
18. C -0.117
19. C -0.065
20. C -0.081
21. C -0.080
22. C -0.111
23. P 0.895
24. C -0.357
25. C -0.100
26. C -0.084
27. C -0.085
28. C -0.071
29. C -0.106
30. C -0.392
31. C -0.141
32. C -0.075
33. C -0.083
34. C -0.073
35. C -0.078
36. H 0.073
37. H 0.106
38. H 0.106
39. H 0.097
40. H 0.104
41. H 0.106
42. H 0.101
43. H 0.104
44. H 0.077
45. H 0.082
46. H 0.108
47. H 0.103
48. H 0.102
49. H 0.073
50. H 0.099
51. H 0.105
52. H 0.101
53. H 0.105
54. H 0.080
55. H 0.078
56. H 0.109
57. H 0.102
58. H 0.103
59. H 0.085
60. O -0.271
61. C -0.350
62. C -0.023
63. C -0.079
64. C -0.103
65. C -0.051
66. C -0.088
67. C -0.251
68. N 0.016
69. C -0.160
70. C -0.080
71. N 0.115
72. H 0.107
73. H 0.104
74. H 0.095
75. H 0.096
76. H 0.100
77. H 0.112
78. H 0.143
79. C -0.009
80. N -0.121
81. C -0.052
82. C -0.125
83. N -0.027
84. C -0.179
85. H 0.092
86. H 0.094
87. H 0.096
88. H 0.120
89. H 0.086
90. H 0.117
91. O -0.049
92. C -0.615
93. O -0.157
94. C -0.088
95. C 0.091
96. C -0.113
97. C 0.088
98. C -0.117
99. C 0.073

3.
Entry from OMol25: C50H42N6P2PbTe as an isolated structure (ωB97M-V/def2-TZVPD).

Geometry as XYZ:
```
102
C50H42N6P2PbTe (ωB97M-V/def2-TZVPD)
Pb -0.134 -0.246 -0.039
C 1.628 -0.436 6.427
C 0.994 -0.801 5.109
C 1.321 -1.983 4.443
C 0.748 -2.310 3.227
C -0.206 -1.488 2.618
N -0.790 -1.762 1.368
C -1.477 -2.975 1.155
C -1.772 -3.821 2.229
C -2.466 -5.007 2.082
C -2.943 -5.419 0.843
C -3.749 -6.683 0.672
C -2.697 -4.572 -0.219
C -1.975 -3.388 -0.084
N -1.801 -2.623 -1.306
C -1.790 -3.117 -2.558
C -1.838 -2.064 -3.445
C -1.879 -0.933 -2.634
N -1.869 -1.267 -1.338
C -0.510 -0.299 3.288
C 0.080 0.043 4.499
N -1.502 0.598 2.752
C -2.519 1.192 3.401
C -3.138 2.057 2.526
C -2.416 1.934 1.339
N -1.423 1.058 1.481
H 2.085 -1.304 6.898
H 2.409 0.315 6.293
H 0.894 -0.023 7.119
H 2.042 -2.661 4.887
H 1.015 -3.239 2.734
H -1.460 -3.528 3.223
H -2.656 -5.616 2.959
H -3.506 -7.410 1.445
H -4.819 -6.478 0.740
H -3.564 -7.147 -0.297
H -3.114 -4.824 -1.186
H -1.743 -4.177 -2.739
H -1.842 -2.115 -4.520
H -1.907 0.110 -2.917
H -0.188 0.984 4.967
H -2.739 0.942 4.427
H -3.996 2.678 2.718
H -2.578 2.419 0.387
Te 1.134 3.948 0.916
C 2.744 5.261 1.145
C 3.328 5.863 0.040
C 4.393 6.724 0.265
N 4.862 7.022 1.480
C 4.258 6.457 2.526
C 3.204 5.559 2.416
C 2.117 2.371 -0.233
P 2.619 1.111 0.852
C 3.681 -0.113 0.069
C 3.418 -1.458 0.324
C 4.209 -2.442 -0.258
C 5.255 -2.079 -1.095
C 5.523 -0.736 -1.346
C 4.742 0.248 -0.763
C 3.617 1.889 2.141
C 4.699 2.702 1.796
C 5.543 3.179 2.787
C 5.308 2.850 4.117
C 4.230 2.047 4.460
C 3.384 1.557 3.474
P 1.175 2.239 -1.661
C 1.470 1.022 -2.973
C 0.872 1.326 -4.203
C 0.930 0.419 -5.250
C 1.576 -0.798 -5.085
C 2.156 -1.111 -3.863
C 2.095 -0.215 -2.806
C 1.161 3.832 -2.528
C 2.304 4.171 -3.253
C 2.342 5.372 -3.943
C 1.242 6.222 -3.924
C 0.099 5.873 -3.219
C 0.054 4.675 -2.519
H 2.975 5.682 -0.967
H 4.889 7.206 -0.571
H 4.644 6.720 3.505
H 2.776 5.106 3.301
H 2.605 -1.744 0.986
H 4.012 -3.486 -0.055
H 5.871 -2.843 -1.549
H 6.343 -0.459 -1.997
H 4.953 1.291 -0.967
H 4.882 2.974 0.763
H 6.380 3.811 2.521
H 5.972 3.221 4.888
H 4.053 1.796 5.498
H 2.549 0.918 3.738
H 0.374 2.275 -4.355
H 0.477 0.671 -6.201
H 1.629 -1.500 -5.907
H 2.665 -2.058 -3.728
H 2.553 -0.488 -1.868
H 3.157 3.504 -3.281
H 3.231 5.644 -4.497
H 1.275 7.158 -4.467
H -0.759 6.533 -3.213
H -0.833 4.411 -1.958
```

## Properties
Total charge = +2
HOMO-LUMO gap = 4.929 eV
Spin multiplicity = 1

Löwdin atomic charge list, values in e, 99 entries:
1. Pb 1.338
2. C -0.022
3. C -0.270
4. C -0.012
5. C -0.027
6. C -0.316
7. N -0.147
8. C -0.216
9. C -0.011
10. C -0.018
11. C -0.262
12. C -0.035
13. C 0.015
14. C -0.111
15. N -0.071
16. C -0.032
17. C -0.024
18. C -0.156
19. N -0.082
20. C -0.138
21. C 0.014
22. N -0.068
23. C -0.016
24. C -0.018
25. C -0.129
26. N -0.079
27. H 0.088
28. H 0.065
29. H 0.091
30. H 0.125
31. H 0.130
32. H 0.113
33. H 0.124
34. H 0.083
35. H 0.091
36. H 0.082
37. H 0.121
38. H 0.138
39. H 0.112
40. H 0.114
41. H 0.135
42. H 0.144
43. H 0.114
44. H 0.118
45. Te 1.357
46. C -0.558
47. C -0.107
48. C -0.120
49. N 0.089
50. C -0.128
51. C -0.136
52. C -0.858
53. P 0.896
54. C -0.412
55. C -0.114
56. C -0.052
57. C -0.047
58. C -0.048
59. C -0.085
60. C -0.393
61. C -0.098
62. C -0.061
63. C -0.047
64. C -0.054
65. C -0.075
66. P 0.911
67. C -0.378
68. C -0.089
69. C -0.051
70. C -0.050
71. C -0.048
72. C -0.112
73. C -0.443
74. C -0.100
75. C -0.056
76. C -0.045
77. C -0.050
78. C -0.115
79. H 0.083
80. H 0.115
81. H 0.118
82. H 0.102
83. H 0.082
84. H 0.117
85. H 0.118
86. H 0.119
87. H 0.109
88. H 0.107
89. H 0.121
90. H 0.119
91. H 0.102
92. H 0.083
93. H 0.109
94. H 0.119
95. H 0.119
96. H 0.117
97. H 0.053
98. H 0.118
99. H 0.118

4.
Entry from OMol25: C50H43Cl5O4P2S6Sn as an isolated structure (ωB97M-V/def2-TZVPD).

Geometry as XYZ:
```
111
C50H43Cl5O4P2S6Sn (ωB97M-V/def2-TZVPD)
Sn 0.317 0.376 1.117
Cl 0.627 -0.246 -2.158
C 1.287 1.350 -2.594
Cl 0.430 2.697 -1.828
H 1.174 1.468 -3.662
H 2.322 1.378 -2.278
Cl 1.075 -6.650 3.824
C 1.183 -5.078 3.075
C 0.745 -3.961 3.761
C 0.830 -2.723 3.154
Cl 0.238 -1.321 4.005
C 1.370 -2.523 1.870
O 1.513 -1.367 1.298
C 1.774 -3.704 1.217
Cl 2.378 -3.572 -0.413
C 1.694 -4.957 1.796
H 0.337 -4.051 4.759
H 2.036 -5.827 1.250
O -2.508 1.081 0.324
P -3.730 0.345 -0.097
C -3.939 -1.222 0.799
P -2.604 -2.386 0.499
O -1.274 -1.711 0.439
C -2.774 -3.637 1.788
C -2.872 -3.229 3.123
C -2.892 -4.169 4.142
C -2.802 -5.523 3.841
C -2.701 -5.936 2.522
C -2.686 -4.999 1.497
C -3.012 -3.203 -1.043
C -4.212 -3.897 -1.214
C -4.473 -4.550 -2.407
C -3.535 -4.509 -3.435
C -2.342 -3.820 -3.268
C -2.075 -3.168 -2.070
C -3.721 -0.095 -1.835
C -2.614 0.314 -2.573
C -2.508 -0.047 -3.913
C -3.504 -0.811 -4.507
C -4.615 -1.214 -3.773
C -4.724 -0.858 -2.437
C -5.261 1.233 0.257
C -5.562 1.500 1.597
C -6.655 2.285 1.927
C -7.464 2.804 0.922
C -7.182 2.536 -0.408
C -6.079 1.759 -0.744
H -4.898 -1.699 0.569
H -3.922 -0.952 1.855
H -2.919 -2.175 3.377
H -2.960 -3.842 5.174
H -2.792 -6.255 4.639
H -2.630 -6.992 2.288
H -2.600 -5.330 0.471
H -4.940 -3.938 -0.408
H -5.401 -5.094 -2.537
H -3.738 -5.021 -4.368
H -1.613 -3.793 -4.069
H -1.146 -2.634 -1.917
H -1.845 0.908 -2.085
H -1.645 0.262 -4.487
H -3.416 -1.097 -5.549
H -5.390 -1.807 -4.242
H -5.591 -1.173 -1.866
H -4.925 1.107 2.385
H -6.873 2.501 2.966
H -8.311 3.430 1.179
H -7.820 2.933 -1.188
H -5.853 1.570 -1.785
O 2.452 1.013 0.259
S 3.628 0.488 1.091
C 4.459 -0.630 -0.040
C 5.638 -1.318 0.601
C 6.864 -1.357 -0.056
C 7.964 -1.969 0.532
C 7.849 -2.552 1.786
C 6.624 -2.535 2.442
C 5.524 -1.925 1.854
C 4.786 1.879 1.145
C 5.071 2.479 -0.198
C 6.280 2.246 -0.847
C 6.513 2.770 -2.113
C 5.535 3.534 -2.740
C 4.333 3.785 -2.088
C 4.103 3.265 -0.822
H 4.731 -0.056 -0.927
H 3.665 -1.341 -0.289
H 6.956 -0.907 -1.039
H 8.911 -1.990 0.008
H 8.708 -3.023 2.248
H 6.520 -3.002 3.414
H 4.564 -1.928 2.369
H 5.679 1.506 1.654
H 4.268 2.577 1.803
H 7.045 1.653 -0.354
H 7.463 2.590 -2.604
H 5.713 3.940 -3.727
H 3.576 4.402 -2.559
H 3.168 3.465 -0.311
C -1.863 3.070 4.816
S -1.927 3.162 3.010
C -0.387 3.956 2.709
C 0.830 3.384 2.802
S 1.215 1.748 3.270
S 2.162 4.460 2.444
C 1.271 5.894 2.072
S 1.963 7.313 1.623
S -0.424 5.640 2.244
H -2.843 2.723 5.147
H -1.672 4.057 5.237
H -1.090 2.368 5.127
```

## Properties
HOMO-LUMO gap = 7.209 eV
Relative energy (zero: lowest compared OMol25 entry of this formula, charge and spin) = 0.0 kcal per mole
Spin multiplicity = 1

Löwdin atomic charge list, values in e, 99 entries:
1. Sn 1.151
2. Cl 0.575
3. C -0.946
4. Cl 0.565
5. H 0.025
6. H 0.004
7. Cl 0.645
8. C -0.676
9. C -0.143
10. C -0.554
11. Cl 0.699
12. C -0.485
13. O -0.387
14. C -0.553
15. Cl 0.725
16. C -0.136
17. H 0.106
18. H 0.105
19. O -0.420
20. P 0.703
21. C -0.286
22. P 0.727
23. O -0.418
24. C -0.256
25. C -0.087
26. C -0.077
27. C -0.077
28. C -0.072
29. C -0.064
30. C -0.299
31. C -0.101
32. C -0.078
33. C -0.079
34. C -0.066
35. C -0.056
36. C -0.289
37. C -0.091
38. C -0.076
39. C -0.077
40. C -0.080
41. C -0.097
42. C -0.260
43. C -0.079
44. C -0.074
45. C -0.079
46. C -0.076
47. C -0.068
48. H 0.085
49. H 0.062
50. H 0.099
51. H 0.110
52. H 0.108
53. H 0.109
54. H 0.106
55. H 0.114
56. H 0.107
57. H 0.106
58. H 0.112
59. H 0.087
60. H 0.049
61. H 0.101
62. H 0.108
63. H 0.109
64. H 0.116
65. H 0.104
66. H 0.106
67. H 0.106
68. H 0.106
69. H 0.101
70. O -0.701
71. S 0.951
72. C -0.273
73. C -0.267
74. C -0.052
75. C -0.080
76. C -0.088
77. C -0.072
78. C -0.043
79. C -0.252
80. C -0.272
81. C -0.054
82. C -0.080
83. C -0.085
84. C -0.073
85. C -0.051
86. H 0.099
87. H 0.039
88. H 0.112
89. H 0.103
90. H 0.102
91. H 0.106
92. H 0.111
93. H 0.108
94. H 0.060
95. H 0.110
96. H 0.103
97. H 0.101
98. H 0.107
99. H 0.088